25
Properties=species:S:1:pos:R:3:forces:R:3 method="wB97M-V/def2-TZVPD" smiles=CS[C@@H](c1cccs1)[C@H](C)[NH3+] total_charge=+1 de_lowest_ev=0.000 max_force_ha_per_bohr=0.0873 energy_ha=-1164.061767
C 1.2951 1.8145 1.9637 -1.095 -2.761 3.367
S 1.4496 0.1264 1.3285 -0.276 0.336 -0.789
C -0.0310 0.1424 0.1789 0.865 -2.474 1.239
C 0.1186 0.9920 -0.9983 0.402 0.036 0.229
C 0.9330 0.8253 -2.0826 -0.934 -1.281 -0.819
C 0.9446 1.9172 -2.9329 -0.578 1.117 -0.569
C 0.1313 2.9012 -2.4801 -0.113 2.709 0.855
S -0.5966 2.5712 -0.9537 0.735 -0.925 -0.976
C -0.4022 -1.3943 -0.0983 -0.470 1.150 -2.716
C -1.9651 -1.4726 -0.2379 1.350 -1.010 3.618
N 0.0851 -2.3813 0.9681 -1.109 1.816 1.869
H 2.2598 2.0227 2.3734 0.381 0.795 0.014
H 0.4987 1.8078 2.7696 1.162 -0.067 -0.465
H 0.8661 2.4035 1.2596 -0.242 2.104 -2.457
H -0.8246 0.5215 0.7645 -0.871 0.464 0.845
H 1.2190 -0.0846 -2.6000 0.598 -0.473 1.094
H 1.4500 1.9176 -3.8820 0.162 0.218 -0.077
H 0.0543 3.9822 -2.7148 0.024 -1.074 -0.621
H 0.0615 -1.5848 -1.1284 -0.374 -0.487 1.765
H -2.4152 -0.9242 0.6708 0.332 -0.626 -1.729
H -2.2667 -2.5190 -0.1554 -0.062 -0.093 0.071
H -2.3022 -1.1929 -1.1779 -0.567 1.228 -1.521
H -0.7160 -2.7011 1.5533 0.453 0.018 -0.763
H 0.6383 -1.8021 1.6667 -0.110 -0.059 -0.483
H 0.6638 -3.1700 0.7660 0.339 -0.663 -0.982

***

23
Properties=species:S:1:pos:R:3:forces:R:3 method="wB97M-V/def2-TZVPD" smiles="C=C(C)C(C)=O.C=CC" de_lowest_ev=1.168 max_force_ha_per_bohr=0.0564 energy_ha=-388.399028
C 0.7230 1.8161 1.3980 -0.098 -0.446 -0.305
C -0.1523 1.2398 0.5712 -0.491 0.021 0.129
C -0.7988 2.0017 -0.5490 0.252 -0.249 -0.136
C -0.8046 -0.1258 0.8458 -1.297 2.088 1.543
C -0.3733 -0.8094 2.1258 0.350 -0.731 -0.640
O -1.8905 -0.3631 0.3402 1.042 -0.318 -0.181
H 1.1252 1.3257 2.2685 0.070 -0.184 0.087
H 1.1075 2.8056 1.1985 -0.122 0.152 -0.015
H -0.7601 1.4124 -1.4639 -0.056 0.027 -0.145
H -0.3087 2.9583 -0.7140 0.036 0.032 0.007
H -1.8521 2.1682 -0.3272 -0.018 -0.008 0.002
H -0.9073 -1.7525 2.2187 0.026 -0.020 0.030
H 0.6996 -0.9907 2.1104 0.075 -0.065 0.160
H -0.6072 -0.1821 2.9848 -0.068 0.129 -0.118
C 1.5870 -0.5567 -0.9008 -0.591 -1.097 -0.047
C 0.6359 -1.5059 -0.9382 1.549 0.072 -1.104
C -0.3414 -1.6529 -2.0602 -0.393 0.254 0.330
H 2.3770 -0.5716 -0.1674 0.002 0.052 0.237
H 1.6418 0.2215 -1.6461 -0.143 0.180 -0.076
H 0.7161 -2.3663 -0.2841 -0.155 0.168 0.412
H -0.2348 -0.8504 -2.7880 0.064 -0.006 -0.086
H -0.2247 -2.6165 -2.5577 0.070 0.019 -0.012
H -1.3573 -1.6054 -1.6652 -0.103 -0.070 -0.072

***

23
Properties=species:S:1:pos:R:3:forces:R:3 method="wB97M-V/def2-TZVPD" smiles=C[C@H]1[C@@H](O)[C@H]2CCC[C@@H]12 de_lowest_ev=0.756 max_force_ha_per_bohr=0.0616 energy_ha=-388.414168
C 2.3298 -0.5550 -0.6221 -2.685 1.636 0.373
C 1.4584 -0.0159 0.5510 -1.429 -0.836 0.832
C 0.5833 1.2791 0.4329 0.381 0.488 -0.691
O 0.3546 1.7758 -0.9270 1.995 -1.763 1.178
C -0.6596 0.6166 1.0589 1.351 -0.545 -0.013
C -1.8433 0.6291 0.1315 -0.922 -0.313 0.055
C -1.6127 -0.4603 -0.9190 0.851 -0.932 -0.350
C -0.6650 -1.4999 -0.2183 0.271 0.244 -0.126
C 0.0647 -0.7881 0.9637 0.436 1.134 -1.157
H 1.8595 -0.2384 -1.5741 0.309 -0.430 0.392
H 3.2358 -0.0598 -0.5204 1.936 0.842 -0.193
H 2.4995 -1.5968 -0.5820 -0.033 -1.179 0.076
H 2.0702 0.1630 1.4874 -0.515 -0.540 -1.050
H 1.0121 2.0353 1.0950 -0.075 0.498 -0.466
H -0.2585 2.4771 -0.8801 -0.978 1.289 0.166
H -0.8173 0.9389 2.0995 -0.264 0.051 -0.467
H -1.9404 1.5885 -0.3957 -0.518 -0.168 0.549
H -2.7302 0.3699 0.7369 0.053 0.439 -0.455
H -1.1694 -0.0777 -1.8514 0.026 0.101 0.520
H -2.5158 -0.9999 -1.2398 0.025 0.374 0.259
H 0.0277 -2.0160 -0.9298 -0.568 0.410 0.603
H -1.3460 -2.2318 0.1968 0.127 -0.508 0.197
H 0.0625 -1.3338 1.9064 0.225 -0.292 -0.232

***

23
Properties=species:S:1:pos:R:3:forces:R:3 method="wB97M-V/def2-TZVPD" de_lowest_ev=4.947 max_force_ha_per_bohr=0.1089 energy_ha=-388.260174
C -0.4868 0.6143 -0.0404 -5.306 0.257 -0.710
C -0.4259 1.8000 0.8899 0.070 -0.013 0.017
C -0.2219 0.9065 -1.5008 -0.041 -0.075 0.153
C 2.6732 -1.3051 -0.4277 -0.013 -0.050 0.103
C -2.5719 0.0198 -0.0458 1.686 1.649 -0.354
C 1.9372 -0.2272 0.3524 -0.616 -0.910 0.807
C -0.2427 -0.6323 0.4656 5.512 -0.610 0.789
C -0.4283 -1.7853 1.0540 -0.271 0.142 -0.187
O 2.5148 0.6499 0.9398 -0.779 -0.395 -0.531
H 0.7355 1.4224 -1.6124 0.083 -0.041 0.047
H -1.0644 2.6032 0.5150 0.019 -0.079 0.009
H 0.6019 2.1725 0.9349 -0.063 -0.070 0.003
H -0.7370 1.5325 1.8995 0.007 0.008 -0.078
H -0.9980 1.5714 -1.8882 0.095 -0.052 0.044
H -0.2063 -0.0031 -2.1009 -0.019 0.032 0.045
H 3.7590 -1.2085 -0.3253 -0.132 0.158 -0.071
H 2.3757 -1.2713 -1.4780 0.005 0.020 0.045
H 2.3806 -2.2854 -0.0417 -0.100 0.085 -0.063
H -2.9154 -0.1895 0.9630 0.200 -0.040 0.005
H -2.9419 0.9757 -0.4062 -0.302 -0.110 -0.042
H -2.7272 -0.7893 -0.7540 0.170 0.019 0.043
H -1.4206 -2.1896 1.2145 -0.127 0.045 0.019
H 0.4105 -2.3817 1.3929 -0.079 0.032 -0.094

***

24
Properties=species:S:1:pos:R:3:forces:R:3 method="wB97M-V/def2-TZVPD" de_lowest_ev=3.542 max_force_ha_per_bohr=0.0916 energy_ha=-463.575700
C -0.6739 -0.8426 -0.3586 1.790 -0.910 -3.105
C 0.7925 0.9175 1.8894 -0.793 -0.834 0.137
C 0.7398 1.4428 -0.6386 -0.993 0.160 1.068
C -1.8260 -0.4010 -1.2546 0.105 -0.011 -0.048
C -1.1963 -1.2845 1.0052 0.483 0.698 0.466
C -0.1062 1.2608 0.6921 1.682 4.212 -0.404
C 0.8579 0.0685 -1.0707 -3.118 -2.563 2.430
C 1.7166 -0.6925 -1.6939 0.238 0.087 -0.766
O 1.7834 -0.0542 1.6707 0.111 -0.021 0.029
O -1.1366 1.9024 0.8353 0.581 -1.557 0.016
H 2.4460 0.2777 1.0571 -0.042 -0.038 -0.020
H -0.2704 -1.7704 -0.7719 -0.238 -0.116 -0.118
H 0.1501 0.5357 2.6818 0.095 0.140 0.161
H 1.2345 1.8725 2.2089 -0.227 -0.016 -0.128
H 1.7006 1.9210 -0.4314 -0.080 0.290 -0.129
H 0.1114 2.0245 -1.3133 0.177 0.171 -0.006
H -2.5743 -1.1938 -1.3256 -0.074 0.003 0.149
H -2.3085 0.4876 -0.8507 -0.080 0.093 -0.068
H -1.4950 -0.2050 -2.2748 0.034 0.118 0.021
H -1.7748 -0.4971 1.4883 0.151 0.026 0.247
H -0.3900 -1.6495 1.6391 -0.031 0.145 0.198
H -1.8922 -2.1144 0.8718 0.071 -0.046 -0.351
H 1.5448 -1.7486 -1.8459 0.049 -0.063 0.148
H 2.5666 -0.2575 -2.2096 0.111 0.031 0.072

***

26
Properties=species:S:1:pos:R:3:forces:R:3 method="wB97M-V/def2-TZVPD" de_lowest_ev=1.171 max_force_ha_per_bohr=0.0925 energy_ha=-1146.259215
C -0.3398 1.9733 0.1974 1.121 -1.303 0.371
C 0.6892 1.6767 1.0924 -0.366 0.000 -3.113
C 0.0050 1.8454 -1.2582 1.132 0.900 0.647
C 0.7846 1.5022 2.5336 -0.445 1.674 0.747
C -2.5928 -0.3951 0.9253 -0.810 -0.151 1.490
C 2.0958 -0.7237 -2.1157 1.484 -3.617 -1.265
C -2.2760 -0.3984 -0.5673 -0.916 3.312 0.860
C 1.7968 -0.5743 -0.6351 0.335 1.484 1.236
O -2.8106 2.2141 -1.3825 -0.181 -0.319 0.532
O 3.3411 1.7890 -0.3135 0.773 0.069 0.042
P -1.7420 1.3673 -0.8157 2.638 0.249 -1.050
P 1.9959 1.2374 -0.2164 -4.682 0.322 -0.783
H 0.0845 2.7520 -1.9629 -0.196 -1.353 1.304
H 0.2588 0.7122 2.9466 -1.430 -2.079 0.274
H 0.3678 2.3327 3.0838 -0.184 0.663 -0.039
H 1.7336 1.3798 2.9688 1.716 -0.033 -0.133
H -3.0671 -1.4070 1.2111 0.772 1.719 -0.047
H -1.6268 -0.1702 1.5198 -1.556 -0.763 -0.829
H -3.3082 0.4758 1.2013 0.990 -1.570 -0.447
H 1.4930 -1.6269 -2.5623 1.360 1.307 0.986
H 1.6890 0.0687 -2.6560 -0.583 1.649 -0.782
H 3.2107 -0.8447 -2.4690 -2.125 0.220 1.095
H -3.0876 -0.2764 -1.2616 -1.308 -0.155 0.238
H -1.8599 -1.2750 -0.9132 2.160 -1.470 -0.594
H 2.5386 -0.9076 0.1515 -0.909 -0.889 -1.147
H 0.7162 -0.8325 -0.4692 1.212 0.134 0.406

***

Please write out number 1 again, unchanged.
25
Properties=species:S:1:pos:R:3:forces:R:3 method="wB97M-V/def2-TZVPD" smiles=CS[C@@H](c1cccs1)[C@H](C)[NH3+] total_charge=+1 de_lowest_ev=0.000 max_force_ha_per_bohr=0.0873 energy_ha=-1164.061767
C 1.2951 1.8145 1.9637 -1.095 -2.761 3.367
S 1.4496 0.1264 1.3285 -0.276 0.336 -0.789
C -0.0310 0.1424 0.1789 0.865 -2.474 1.239
C 0.1186 0.9920 -0.9983 0.402 0.036 0.229
C 0.9330 0.8253 -2.0826 -0.934 -1.281 -0.819
C 0.9446 1.9172 -2.9329 -0.578 1.117 -0.569
C 0.1313 2.9012 -2.4801 -0.113 2.709 0.855
S -0.5966 2.5712 -0.9537 0.735 -0.925 -0.976
C -0.4022 -1.3943 -0.0983 -0.470 1.150 -2.716
C -1.9651 -1.4726 -0.2379 1.350 -1.010 3.618
N 0.0851 -2.3813 0.9681 -1.109 1.816 1.869
H 2.2598 2.0227 2.3734 0.381 0.795 0.014
H 0.4987 1.8078 2.7696 1.162 -0.067 -0.465
H 0.8661 2.4035 1.2596 -0.242 2.104 -2.457
H -0.8246 0.5215 0.7645 -0.871 0.464 0.845
H 1.2190 -0.0846 -2.6000 0.598 -0.473 1.094
H 1.4500 1.9176 -3.8820 0.162 0.218 -0.077
H 0.0543 3.9822 -2.7148 0.024 -1.074 -0.621
H 0.0615 -1.5848 -1.1284 -0.374 -0.487 1.765
H -2.4152 -0.9242 0.6708 0.332 -0.626 -1.729
H -2.2667 -2.5190 -0.1554 -0.062 -0.093 0.071
H -2.3022 -1.1929 -1.1779 -0.567 1.228 -1.521
H -0.7160 -2.7011 1.5533 0.453 0.018 -0.763
H 0.6383 -1.8021 1.6667 -0.110 -0.059 -0.483
H 0.6638 -3.1700 0.7660 0.339 -0.663 -0.982

***

Please write out number 6 again, unchanged.
26
Properties=species:S:1:pos:R:3:forces:R:3 method="wB97M-V/def2-TZVPD" de_lowest_ev=1.171 max_force_ha_per_bohr=0.0925 energy_ha=-1146.259215
C -0.3398 1.9733 0.1974 1.121 -1.303 0.371
C 0.6892 1.6767 1.0924 -0.366 0.000 -3.113
C 0.0050 1.8454 -1.2582 1.132 0.900 0.647
C 0.7846 1.5022 2.5336 -0.445 1.674 0.747
C -2.5928 -0.3951 0.9253 -0.810 -0.151 1.490
C 2.0958 -0.7237 -2.1157 1.484 -3.617 -1.265
C -2.2760 -0.3984 -0.5673 -0.916 3.312 0.860
C 1.7968 -0.5743 -0.6351 0.335 1.484 1.236
O -2.8106 2.2141 -1.3825 -0.181 -0.319 0.532
O 3.3411 1.7890 -0.3135 0.773 0.069 0.042
P -1.7420 1.3673 -0.8157 2.638 0.249 -1.050
P 1.9959 1.2374 -0.2164 -4.682 0.322 -0.783
H 0.0845 2.7520 -1.9629 -0.196 -1.353 1.304
H 0.2588 0.7122 2.9466 -1.430 -2.079 0.274
H 0.3678 2.3327 3.0838 -0.184 0.663 -0.039
H 1.7336 1.3798 2.9688 1.716 -0.033 -0.133
H -3.0671 -1.4070 1.2111 0.772 1.719 -0.047
H -1.6268 -0.1702 1.5198 -1.556 -0.763 -0.829
H -3.3082 0.4758 1.2013 0.990 -1.570 -0.447
H 1.4930 -1.6269 -2.5623 1.360 1.307 0.986
H 1.6890 0.0687 -2.6560 -0.583 1.649 -0.782
H 3.2107 -0.8447 -2.4690 -2.125 0.220 1.095
H -3.0876 -0.2764 -1.2616 -1.308 -0.155 0.238
H -1.8599 -1.2750 -0.9132 2.160 -1.470 -0.594
H 2.5386 -0.9076 0.1515 -0.909 -0.889 -1.147
H 0.7162 -0.8325 -0.4692 1.212 0.134 0.406